Density functional theory data (the ωB97M-V functional and the def2-TZVPD basis) for a 4-piece molecular cluster, C30H59IN4O3 overall.

- total charge = -1
- E_tot (hartree) = -1920.69414
- multiplicity = 4
- E_LUMO (alpha / beta) (eV) = 1.50 / 0.76

Geometry (Å):
N -4.3379 -2.1747 -5.2131
C -4.9684 -1.2746 -5.8261
C -6.3235 -1.4506 -6.5023
C -7.3868 -1.7507 -5.4992
I -8.7903 -3.2026 -5.9139
H -4.8559 -3.0583 -5.2233
H -4.5306 -0.2776 -5.8779
H -6.5886 -0.5279 -7.0246
H -6.2465 -2.2525 -7.2362
H -7.8554 -0.9375 -4.9634
C -1.6467 2.9374 -3.0976
C -2.8936 3.6205 -3.6645
C -3.1950 4.9276 -2.9169
C -3.7831 4.7189 -1.5233
C -5.0279 3.8378 -1.5895
C -4.7691 2.4866 -2.2617
N -4.1098 2.7379 -3.5936
O -4.9474 2.9575 -4.5392
C -3.9351 1.5791 -1.3494
C -6.0850 1.7685 -2.5306
C -2.6126 3.9217 -5.1321
H -1.7703 2.5180 -2.1100
H -1.3234 2.1191 -3.7424
H -0.8360 3.6658 -3.0370
H -3.8991 5.5173 -3.5137
H -2.2674 5.5019 -2.8586
H -3.0354 4.2859 -0.8540
H -4.0516 5.6890 -1.0993
H -5.4271 3.6480 -0.5897
H -5.8039 4.3674 -2.1530
H -3.5357 0.7241 -1.8940
H -4.5865 1.2034 -0.5583
H -3.1056 2.0751 -0.8583
H -6.7782 2.3857 -3.0969
H -6.5536 1.5083 -1.5800
H -5.9109 0.8475 -3.0897
H -2.5089 2.9984 -5.7019
H -1.6702 4.4711 -5.1879
H -3.3977 4.5196 -5.5879
C 2.1033 -1.3195 -1.3399
C 1.3960 -0.0060 -0.9873
C 2.1799 0.7761 0.0758
C 2.0629 0.1880 1.4781
C 0.6021 0.0535 1.8858
C -0.2039 -0.7995 0.9048
N -0.0012 -0.2451 -0.4825
O -0.8109 0.7051 -0.7652
C 0.2224 -2.2686 1.0247
C -1.6959 -0.7328 1.2158
C 1.3089 0.8046 -2.2786
H 2.0787 -2.0621 -0.5538
H 1.6559 -1.7582 -2.2349
H 3.1522 -1.1061 -1.5477
H 1.8185 1.8122 0.0800
H 3.2274 0.8068 -0.2343
H 2.5902 -0.7645 1.5712
H 2.5777 0.8338 2.1896
H 0.5330 -0.4069 2.8751
H 0.1402 1.0465 1.9545
H -0.1456 -2.8555 0.1805
H -0.2138 -2.6732 1.9387
H 1.2962 -2.4001 1.1187
H -2.0575 0.2921 1.2450
H -1.8599 -1.1900 2.1929
H -2.2758 -1.2817 0.4711
H 0.6623 0.3150 -3.0085
H 2.3121 0.8859 -2.7026
H 0.9247 1.8052 -2.0973
C 6.0875 -4.0818 4.0255
C 5.7345 -2.6438 3.6019
C 6.7267 -1.6411 4.2215
C 6.4605 -1.3620 5.6980
C 5.0057 -0.9405 5.8866
C 4.0208 -1.9707 5.3126
N 4.3172 -2.3231 3.8991
O 3.9780 -1.1872 3.1189
C 3.9848 -3.2053 6.2335
C 2.6094 -1.3821 5.3460
C 5.9149 -2.6090 2.0839
H 5.8353 -4.3160 5.0540
H 5.5509 -4.7877 3.3881
H 7.1610 -4.2545 3.9011
H 6.6426 -0.6995 3.6715
H 7.7493 -2.0083 4.0768
H 6.6960 -2.2427 6.3067
H 7.1245 -0.5639 6.0463
H 4.7827 -0.7759 6.9479
H 4.8463 0.0086 5.3671
H 3.4553 -4.0212 5.7377
H 3.4513 -2.9521 7.1542
H 4.9693 -3.5593 6.5340
H 2.5740 -0.4538 4.7840
H 2.3129 -1.2004 6.3865
H 1.9034 -2.0843 4.8946
H 5.1655 -3.2430 1.6054
H 6.9144 -2.9881 1.8325
H 5.7963 -1.5987 1.7052

Charges obtained by Mulliken population analysis, quoted in units of e: atom 1 (N): -0.59, atom 2 (C): 0.02, atom 3 (C): -0.48, atom 4 (C): -0.63, atom 5 (I): 0.03, atom 6 (H): 0.24, atom 7 (H): 0.37, atom 8 (H): 0.26, atom 9 (H): 0.40, atom 10 (H): 0.38, atom 11 (C): -1.73, atom 12 (C): 1.94, atom 13 (C): -1.45, atom 14 (C): -0.35, atom 15 (C): -1.49, atom 16 (C): 2.15, atom 17 (N): 0.87, atom 18 (O): -0.71, atom 19 (C): -1.98, atom 20 (C): -2.06, atom 21 (C): -2.01, atom 22 (H): 0.11, atom 23 (H): 0.42, atom 24 (H): 0.46, atom 25 (H): 0.38, atom 26 (H): 0.38, atom 27 (H): 0.21, atom 28 (H): 0.42, atom 29 (H): 0.39, atom 30 (H): 0.35, atom 31 (H): 0.41, atom 32 (H): 0.54, atom 33 (H): 0.18, atom 34 (H): 0.43, atom 35 (H): 0.41, atom 36 (H): 0.47, atom 37 (H): 0.41, atom 38 (H): 0.40, atom 39 (H): 0.42, atom 40 (C): -1.72, atom 41 (C): 1.94, atom 42 (C): -1.54, atom 43 (C): 0.29, atom 44 (C): -1.32, atom 45 (C): 1.94, atom 46 (N): 0.22, atom 47 (O): -0.30, atom 48 (C): -1.85, atom 49 (C): -1.91, atom 50 (C): -2.01, atom 51 (H): 0.32, atom 52 (H): 0.39, atom 53 (H): 0.39, atom 54 (H): 0.33, atom 55 (H): 0.43, atom 56 (H): 0.22, atom 57 (H): 0.16, atom 58 (H): 0.27, atom 59 (H): 0.32, atom 60 (H): 0.34, atom 61 (H): 0.49, atom 62 (H): 0.29, atom 63 (H): 0.33, atom 64 (H): 0.43, atom 65 (H): 0.44, atom 66 (H): 0.49, atom 67 (H): 0.47, atom 68 (H): 0.24, atom 69 (C): -1.60, atom 70 (C): 1.84, atom 71 (C): -1.30, atom 72 (C): -0.50, atom 73 (C): -1.26, atom 74 (C): 1.98, atom 75 (N): -0.12, atom 76 (O): -0.69, atom 77 (C): -2.06, atom 78 (C): -1.94, atom 79 (C): -2.18, atom 80 (H): 0.27, atom 81 (H): 0.38, atom 82 (H): 0.37, atom 83 (H): 0.37, atom 84 (H): 0.40, atom 85 (H): 0.29, atom 86 (H): 0.38, atom 87 (H): 0.38, atom 88 (H): 0.33, atom 89 (H): 0.42, atom 90 (H): 0.47, atom 91 (H): 0.38, atom 92 (H): 0.23, atom 93 (H): 0.46, atom 94 (H): 0.43, atom 95 (H): 0.43, atom 96 (H): 0.45, atom 97 (H): 0.33